Computed, not measured: a cluster of 2 separate species, C9H13BIO9P in total, with wB97M-V/def2-TZVPD.

As for the HOMO-LUMO gap: 0.2494 Eh. The total charge is 0. Its structure (SMILES) is O=C1C=C(OB(O)O)C(=O)C=C1I.COP(=O)(OC)OC. The HOMO energy comes out at -9.34 eV.

Each line ends with the Löwdin charge.
Positions of all 34 atoms, in Å:
1 O 3.46787 1.79068 -1.52303  -0.03
2 C 2.34787 2.45487 -1.20493  -0.24
3 C 0.81251 1.82071 -1.36161  0.09
4 C -0.11073 2.13260 -0.20481  -0.09
5 O -1.53177 1.64973 -0.26548  0.03
6 B -2.22198 2.83573 -0.88722  -0.49
7 O -2.69730 3.87323 0.06001  0.07
8 O -2.36859 2.99707 -2.35101  0.09
9 C 0.47204 3.04794 1.06680  -0.16
10 O 0.11026 2.80415 2.32817  0.01
11 C 1.48126 4.29341 0.59804  -0.03
12 C 2.40917 3.99406 -0.56575  -0.55
13 I 3.77350 5.53492 -1.38228  0.77
14 H 0.46753 1.20281 -2.29706  0.16
15 H -2.00616 4.61276 0.00939  0.13
16 H -2.49402 3.97256 -2.54189  0.12
17 H 1.44263 5.33686 1.12675  0.12
18 C -2.72108 -2.61562 0.85481  -0.15
19 O -1.64409 -3.50564 1.07748  -0.27
20 P -0.25701 -3.13643 0.11183  0.76
21 O -0.70882 -4.15935 -0.93513  -0.27
22 O 0.72100 -3.86684 1.21799  -0.28
23 C 0.40748 -5.17333 1.66345  -0.12
24 O 1.13014 -2.76717 -0.85383  -0.24
25 C 1.79511 -1.58457 -0.45652  -0.16
26 H -3.56084 -2.91484 1.48649  0.09
27 H -2.41777 -1.59979 1.12671  0.08
28 H -3.02843 -2.64474 -0.19263  0.08
29 H -0.15453 -5.74393 0.91766  0.09
30 H -0.17132 -5.10907 2.58843  0.08
31 H 1.34168 -5.70317 1.87404  0.09
32 H 2.13023 -1.66397 0.58081  0.09
33 H 1.12049 -0.73111 -0.56360  0.05
34 H 2.66367 -1.43453 -1.10207  0.09



Computed, not measured: the molecule C9H13BO3, with wB97M-V/def2-TZVPD.

As for the HOMO-LUMO gap: 0.3613 Eh. The total charge is 0. Its structure (SMILES) is CO[C@H](C)c1ccccc1B(O)O. The HOMO energy comes out at -9.11 eV. The energy above the lowest of the compared OMol25 structures with the same formula, charge and spin is 9.1 kJ/mol.

Each line ends with the Löwdin charge.
Positions of all 26 atoms, in Å:
1 C 0.39583 -3.13341 -0.56238  -0.08
2 O 0.24321 -1.86894 0.04399  -0.19
3 C 0.00846 -0.78645 -0.90728  -0.30
4 C 1.24988 -0.36564 -1.68640  -0.01
5 C -0.64164 0.40835 -0.22405  -0.15
6 C -1.76881 0.97126 -0.75966  -0.04
7 C -2.43832 1.97512 -0.10432  -0.08
8 C -1.96977 2.51482 1.08458  -0.07
9 C -0.79526 1.99188 1.59362  -0.04
10 C -0.14831 0.97756 0.93297  -0.07
11 B 1.27586 0.56599 1.42329  -0.61
12 O 1.39300 -0.68365 2.02885  0.14
13 O 2.37317 1.38241 1.20386  0.17
14 H -0.52935 -3.40187 -1.05075  0.09
15 H 0.74211 -3.87643 0.15025  0.10
16 H 1.18730 -3.09434 -1.29251  0.08
17 H -0.76409 -1.15556 -1.57026  0.13
18 H 1.47136 -1.06734 -2.50744  0.08
19 H 2.16514 -0.28157 -1.07420  0.09
20 H 1.07000 0.64515 -2.08776  0.10
21 H -2.14267 0.56988 -1.69794  0.12
22 H -3.30546 2.39366 -0.60366  0.10
23 H -2.53534 3.27932 1.59760  0.10
24 H -0.35987 2.37734 2.52973  0.13
25 H 0.68607 -1.34784 1.87711  0.11
26 H 3.13750 1.01029 1.66277  0.11



Computed, not measured: a structure of composition C9H13Br2CuN2O, with wB97M-V/def2-TZVPD.

As for the HOMO-LUMO gap (alpha / beta): 0.2928 / 0.3326 Eh. The total charge is +1. The HOMO energy (alpha / beta) comes out at -11.13 / -12.77 eV. The spin multiplicity is 2.

Each line ends with the Löwdin charge.
Positions of all 28 atoms, in Å:
1 Cu 0.00000 0.00000 0.00000  -0.14
2 C 0.55830 -0.20630 4.16660  0.03
3 C 0.57210 -0.61460 2.71960  -0.45
4 O -0.04120 0.00000 1.85520  -0.11
5 N 1.35590 -1.72150 2.46910  0.10
6 C 1.57890 -2.12770 1.09560  -0.13
7 C 2.48870 -1.16480 0.37040  -0.22
8 C 3.84450 -1.43980 0.20830  0.01
9 C 4.65010 -0.48980 -0.41470  -0.03
10 C 4.08650 0.70480 -0.84810  -0.03
11 C 2.73270 0.90270 -0.63950  -0.08
12 N 1.92860 0.00000 -0.04120  0.00
13 H -0.33030 0.39930 4.36570  0.10
14 H 1.45460 0.37900 4.38750  0.10
15 H 0.52470 -1.08740 4.81390  0.10
16 H 2.04370 -1.98080 3.16130  0.16
17 H 0.61490 -2.17850 0.57590  0.03
18 H 2.00410 -3.13660 1.11020  0.14
19 H 4.27310 -2.37100 0.56250  0.12
20 H 5.71060 -0.67720 -0.55620  0.12
21 H 4.68680 1.46570 -1.33320  0.12
22 H 2.24130 1.81930 -0.95250  0.12
23 Br -1.71520 -1.68320 0.00000  0.84
24 C -2.72020 0.00000 -0.00040  -0.83
25 Br -1.71520 1.68320 0.00000  0.81
26 H -3.34460 0.00000 0.89550  0.03
27 H -3.34390 0.00000 -0.89680  0.03
28 H 0.00000 0.00000 -1.65560  0.04



Computed, not measured: a cluster of 2 separate species, C9H13FNO in total, with wB97M-V/def2-TZVPD.

As for the HOMO-LUMO gap: 0.3166 Eh. The total charge is +1. The HOMO energy comes out at -12.03 eV. The energy above the lowest of the compared OMol25 structures with the same formula, charge and spin is 22.0 kJ/mol.

Each line ends with the Löwdin charge.
Positions of all 25 atoms, in Å:
1 C -3.46166 0.11825 1.01971  -0.06
2 C -3.74768 0.50895 -0.23853  -0.09
3 C -2.07240 -0.14731 1.33933  -0.06
4 C -2.76351 0.37675 -1.21082  -0.04
5 C -1.10194 -0.18133 0.38711  -0.07
6 C -1.44683 0.01538 -0.94903  -0.21
7 C -0.45076 -0.07292 -2.08535  -0.03
8 C 2.91224 -0.79750 1.58356  -0.01
9 C 0.95301 0.18733 -1.75607  -0.41
10 N 3.50557 0.52803 1.15769  0.12
11 O 1.63655 0.47708 -0.82245  0.11
12 F 1.70655 0.03326 -2.89318  0.08
13 H -4.15321 0.36538 1.83732  0.12
14 H -4.76819 0.63175 -0.62022  0.12
15 H -1.71455 -0.50466 2.30052  0.10
16 H -2.92380 0.45901 -2.30271  0.13
17 H -0.05384 -0.36999 0.57082  0.07
18 H -0.65400 0.23694 -3.09324  0.14
19 H -0.38545 -1.16538 -2.33414  0.17
20 H 2.83422 -0.88777 2.66375  0.11
21 H 1.89813 -0.99970 1.11088  0.10
22 H 4.40538 0.82739 1.65511  0.21
23 H 2.76425 1.25528 1.38960  0.18
24 H 3.55472 0.60968 0.13912  0.13
25 H 3.52716 -1.50392 1.15122  0.07



Computed, not measured: the molecule C9H13N, with wB97M-V/def2-TZVPD.

As for the HOMO-LUMO gap: 0.2777 Eh. The total charge is 0. The HOMO energy comes out at -6.73 eV. The energy above the lowest of the compared OMol25 structures with the same formula, charge and spin is 298.6 kJ/mol.

Each line ends with the Löwdin charge.
Positions of all 23 atoms, in Å:
1 C -1.09782 -1.36468 0.66906  -0.09
2 C 0.22824 -1.62525 0.57560  -0.11
3 C -2.72831 -0.15812 -0.67300  -0.18
4 C -4.05172 -0.21520 -0.64848  0.02
5 C 3.05067 0.47438 -0.64737  -0.17
6 C -1.82620 -0.05934 0.53240  -0.39
7 C 1.29920 -0.76526 0.49527  -0.04
8 C 4.42959 -0.20079 -0.60158  -0.08
9 C -1.02058 1.23465 0.51626  -0.04
10 N 2.19160 -0.23511 -0.05529  0.02
11 H -1.72260 -2.25134 0.80717  0.11
12 H 0.38382 -2.72777 0.39013  0.13
13 H -4.41403 -0.34495 -1.64597  0.04
14 H -4.67255 0.16961 0.13862  0.06
15 H 2.82480 1.48878 -0.91110  0.10
16 H -2.60477 -0.02279 1.32266  0.13
17 H -2.16853 -0.32468 -1.56053  0.10
18 H 4.34995 -1.29476 -0.89209  0.10
19 H 5.11735 0.29793 -1.28258  0.06
20 H 4.79497 -0.17021 0.33452  0.01
21 H -0.53220 1.38968 1.42676  0.07
22 H -1.59935 2.08329 0.30430  0.07
23 H -0.28021 1.07284 -0.25866  0.07



Computed, not measured: the ion C9H13N2O2 with charge +1, with wB97M-V/def2-TZVPD.

As for the HOMO-LUMO gap: 0.2660 Eh. The total charge is +1. The HOMO energy comes out at -11.93 eV. The energy above the lowest of the compared OMol25 structures with the same formula, charge and spin is 429.4 kJ/mol.

Each line ends with the Löwdin charge.
Positions of all 26 atoms, in Å:
1 C 3.04991 -0.25027 1.30951  0.17
2 C 0.67620 -0.49749 -1.63450  -0.43
3 C -0.19572 2.11798 -1.09574  -0.13
4 C 0.96216 2.36473 -0.17235  -0.08
5 C -0.90574 0.99862 -0.48099  0.06
6 C 1.75045 1.10694 -0.18107  -0.29
7 C -2.47546 -1.74026 0.25020  -0.02
8 C -0.36098 -1.38352 1.28346  -0.06
9 C -0.99223 -1.43210 -0.07543  -0.33
10 N 2.55511 0.66825 0.72137  0.08
11 N -0.50623 -0.21308 -0.72798  0.10
12 O 0.56114 -1.34977 -2.45327  0.24
13 O 1.68708 0.27599 -1.35078  0.14
14 H 4.01529 -0.44017 1.70741  0.07
15 H -0.83340 2.95622 -1.19094  0.13
16 H 0.14787 1.90451 -2.11799  0.16
17 H 1.39800 3.31933 -0.50639  0.14
18 H 0.61222 2.38726 0.98943  0.19
19 H -1.71894 1.11111 0.19662  0.17
20 H -2.92178 -0.98134 0.85898  0.06
21 H -3.06066 -1.82501 -0.72051  0.11
22 H -2.59769 -2.73549 0.78579  0.12
23 H 0.70360 -0.94458 1.36489  0.07
24 H -0.16735 -2.39999 1.79292  0.14
25 H -0.77083 -0.79347 2.03600  0.06
26 H -0.61202 -2.22440 -0.58862  0.11



Computed, not measured: the ion C9H13N2O2 with charge +1, with wB97M-V/def2-TZVPD.

As for the HOMO-LUMO gap: 0.2623 Eh. The total charge is +1. Its structure (SMILES) is NCCCOC(=O)c1cc[nH+]cc1. The HOMO energy comes out at -12.31 eV. The energy above the lowest of the compared OMol25 structures with the same formula, charge and spin is 175.4 kJ/mol.

Each line ends with the Löwdin charge.
Positions of all 26 atoms, in Å:
1 N 2.10678 -2.28221 0.61040  -0.03
2 C 2.33791 -1.35325 -0.54021  -0.28
3 C 3.17739 -0.09616 -0.09369  -0.14
4 C 2.36670 1.25104 0.09410  -0.15
5 O 1.10997 1.32199 -0.63302  -0.01
6 C 0.05946 1.68028 0.16917  -0.42
7 O 0.06769 2.60144 0.94505  0.17
8 C -1.30977 0.90580 0.07285  0.00
9 C -1.67209 -0.24503 0.91728  0.06
10 C -2.99726 -0.87533 0.77807  0.02
11 N -3.92102 -0.39531 -0.14686  0.07
12 C -3.64174 0.67399 -0.99268  0.02
13 C -2.34045 1.36142 -0.91281  0.08
14 H 1.49408 -1.77134 1.26603  0.05
15 H 1.49681 -3.02806 0.24146  0.07
16 H 1.36614 -1.12364 -1.05613  0.10
17 H 2.97061 -1.90301 -1.30305  0.12
18 H 3.61173 -0.35083 0.92298  0.12
19 H 4.08331 0.08682 -0.74477  0.12
20 H 3.01787 2.08346 -0.31310  0.14
21 H 2.27610 1.46389 1.19705  0.13
22 H -0.97954 -0.65887 1.68626  0.13
23 H -3.30600 -1.76199 1.39326  0.15
24 H -4.84869 -0.82693 -0.23572  0.18
25 H -4.40361 1.01900 -1.73753  0.15
26 H -2.12236 2.22282 -1.58438  0.14



Computed, not measured: a cluster of 2 separate species, C9H13N4 in total, with wB97M-V/def2-TZVPD.

As for the HOMO-LUMO gap: 0.3320 Eh. The total charge is +1. The HOMO energy comes out at -13.12 eV. The energy above the lowest of the compared OMol25 structures with the same formula, charge and spin is 260.2 kJ/mol.

Each line ends with the Löwdin charge.
Positions of all 26 atoms, in Å:
1 C -0.06297 -3.21593 -0.69826  -0.08
2 C 0.37972 -2.27076 0.13316  -0.03
3 C 1.62914 1.66134 -2.09628  -0.04
4 C 1.02926 0.59643 -1.53012  -0.08
5 C -1.53220 -1.70772 -0.80925  -0.11
6 C 0.64856 2.32130 -0.28657  -0.15
7 C 0.33031 -0.14928 2.17747  0.02
8 C -1.78346 0.69889 1.15177  0.01
9 C -0.60595 -0.18441 1.02020  -0.25
10 N -1.23878 -2.82670 -1.27154  0.12
11 N 1.44006 2.75415 -1.24814  0.11
12 N -0.62661 -1.26406 0.20234  0.00
13 N 0.43157 1.04274 -0.40636  0.05
14 H 0.34848 -4.09558 -0.99501  0.09
15 H 1.24772 -2.32063 0.66091  0.10
16 H 2.27163 1.79381 -2.99596  0.14
17 H 0.87528 -0.44818 -1.65231  0.11
18 H -2.32764 -1.10465 -1.10122  0.12
19 H 0.33125 3.05460 0.38299  0.13
20 H 0.16254 0.82362 2.57349  0.08
21 H 1.40922 -0.36908 1.86308  0.13
22 H 0.19229 -1.11947 2.69271  0.13
23 H -2.57281 0.26978 1.64853  0.09
24 H -1.44707 1.49960 1.69392  0.06
25 H -2.43731 0.97138 0.34812  0.11
26 H 1.90780 3.58883 -1.45766  0.15



no.,calculated total energy (eV)
1,-46029.6950
2,-16364.9553
3,-199288.8026
4,-15791.8131
5,-11029.1798
6,-16607.6339
7,-16610.2664
8,-15495.5493